# 1
The following is a quantum chemistry calculation of a structure of composition C39H29AlN9O6S2, from the Open Molecules 2025 dataset.

Calculated values
LUMO energy: -0.1123 hartree
DFT total energy: -3486.61907 Ha
charge: +1
HOMO-LUMO gap: 0.2527 Eh

Cartesian coordinates (Å):
Al 1.2527 -0.4994 1.3220
O 0.1002 0.4931 4.6309
S 0.8832 -0.4553 3.8998
O 0.1506 -1.1728 2.8065
N 2.0049 0.1508 2.9656
C 3.1019 0.9721 3.0097
C 3.8094 1.4528 4.0815
C 4.9147 2.2992 3.8566
C 5.3065 2.6609 2.5970
C 4.6039 2.1737 1.4699
C 4.9192 2.4783 0.1263
C 4.1733 1.9354 -0.8851
C 3.1010 1.0857 -0.5773
N 2.7700 0.7910 0.6623
C 3.5062 1.3200 1.6823
C 1.5828 -1.6277 5.0150
C 0.9135 -1.8996 6.1984
C 1.4629 -2.8167 7.0788
C 2.6702 -3.4331 6.7750
C 3.3335 -3.1410 5.5901
C 2.7897 -2.2327 4.6965
H 3.5204 1.1922 5.0916
H 5.4637 2.6701 4.7121
H 6.1514 3.3211 2.4505
H 5.7527 3.1349 -0.0903
H 4.3983 2.1468 -1.9208
H 2.5154 0.6214 -1.3609
H -0.0139 -1.3877 6.4201
H 0.9473 -3.0416 8.0023
H 3.1005 -4.1419 7.4699
H 4.2772 -3.6161 5.3590
H 3.2880 -1.9914 3.7645
C -10.2081 2.2054 -5.5617
O -9.4922 3.1195 -4.7455
C -8.3577 2.6944 -4.1657
C -7.7150 3.6195 -3.3371
C -6.5454 3.2862 -2.6970
C -5.9769 2.0172 -2.8598
C -6.6224 1.1045 -3.6908
C -7.7994 1.4301 -4.3390
C -4.7515 1.6198 -2.1834
N -4.1601 0.4496 -2.3005
C -3.0659 0.5018 -1.4956
C -2.9788 1.7371 -0.8631
N -4.0657 2.4335 -1.3171
C -1.9520 2.0683 0.0602
C -1.7984 3.2733 0.7654
C -0.7522 3.4070 1.6455
C 0.1412 2.3494 1.8253
N 0.0245 1.2125 1.1618
C -0.9944 1.0638 0.2968
C -1.0560 -0.2052 -0.3688
N -0.0718 -1.0805 -0.0620
C -0.0918 -2.2816 -0.6179
C -1.0829 -2.6668 -1.5242
C -2.0839 -1.7863 -1.8535
C -2.0882 -0.5132 -1.2608
H -11.1005 2.7310 -5.8868
H -10.4968 1.3170 -4.9956
H -9.6242 1.9137 -6.4376
H -8.1665 4.5961 -3.2243
H -6.0776 4.0362 -2.0700
H -6.1784 0.1271 -3.8213
H -8.2730 0.6979 -4.9780
H -4.3326 3.3675 -1.0646
H -2.4957 4.0894 0.6251
H -0.6085 4.3190 2.2070
H 0.9577 2.4265 2.5296
H 0.6935 -2.9695 -0.3381
H -1.0390 -3.6551 -1.9573
H -2.8682 -2.0474 -2.5514
O 2.1823 -4.0083 0.6861
N 2.8883 -3.0490 0.9241
O 4.1022 -3.0352 0.9286
O 2.2903 -1.8968 1.1196
S 2.7670 -1.8950 -2.2629
C 3.9470 -2.7178 -3.0888
N 4.7217 -3.6326 -2.3959
C 5.6551 -4.3980 -2.9911
C 5.8820 -4.2633 -4.3237
C 5.1207 -3.2767 -4.9886
N 4.2048 -2.5463 -4.4074
H 4.5512 -3.6951 -1.3996
H 6.1939 -5.0931 -2.3627
H 6.6116 -4.8639 -4.8426
H 5.2853 -3.0799 -6.0433

Cartesian forces (eV/Å) of the 6 atoms listed first:
Al -0.2675 0.8254 0.0213
O 0.0252 -0.1194 0.2375
S 0.2131 0.4636 0.0838
O 0.0099 -0.1071 0.1183
N -0.5353 -0.6948 0.1779
C 0.2603 0.2348 0.0790

From a natural (NBO) analysis of the wavefunction, the atomic charges in e read: atom 1 (Al): 1.925, atom 2 (O): -0.910, atom 3 (S): 2.330, atom 4 (O): -0.992, atom 5 (N): -1.102, atom 6 (C): 0.155, atom 7 (C): -0.249, atom 8 (C): -0.158, atom 9 (C): -0.216, atom 10 (C): -0.095, atom 11 (C): -0.088, atom 12 (C): -0.261, atom 13 (C): 0.115, atom 14 (N): -0.558, atom 15 (C): 0.214, atom 16 (C): -0.278, atom 17 (C): -0.184, atom 18 (C): -0.206, atom 19 (C): -0.172, atom 20 (C): -0.192, atom 21 (C): -0.212, atom 22 (H): 0.234, atom 23 (H): 0.228, atom 24 (H): 0.226, atom 25 (H): 0.229, atom 26 (H): 0.241, atom 27 (H): 0.230, atom 28 (H): 0.244, atom 29 (H): 0.230, atom 30 (H): 0.228, atom 31 (H): 0.229, atom 32 (H): 0.241, atom 33 (C): -0.258, atom 34 (O): -0.476, atom 35 (C): 0.336, atom 36 (C): -0.254, atom 37 (C): -0.155, atom 38 (C): -0.178, atom 39 (C): -0.070, atom 40 (C): -0.326, atom 41 (C): 0.410, atom 42 (N): -0.462, atom 43 (C): 0.105, atom 44 (C): 0.098, atom 45 (N): -0.510, atom 46 (C): -0.085, atom 47 (C): -0.114, atom 48 (C): -0.235, atom 49 (C): 0.101, atom 50 (N): -0.539, atom 51 (C): 0.243, atom 52 (C): 0.151, atom 53 (N): -0.578, atom 54 (C): 0.116, atom 55 (C): -0.235, atom 56 (C): -0.099, atom 57 (C): 0.002, atom 58 (H): 0.210, atom 59 (H): 0.183, atom 60 (H): 0.182, atom 61 (H): 0.234, atom 62 (H): 0.195, atom 63 (H): 0.228, atom 64 (H): 0.229, atom 65 (H): 0.423, atom 66 (H): 0.223, atom 67 (H): 0.242, atom 68 (H): 0.225, atom 69 (H): 0.260, atom 70 (H): 0.244, atom 71 (H): 0.247, atom 72 (O): -0.400, atom 73 (N): 0.770, atom 74 (O): -0.413, atom 75 (O): -0.717, atom 76 (S): -0.288, atom 77 (C): 0.247, atom 78 (N): -0.521, atom 79 (C): 0.110, atom 80 (C): -0.353, atom 81 (C): 0.146, atom 82 (N): -0.457, atom 83 (H): 0.451, atom 84 (H): 0.231, atom 85 (H): 0.245, atom 86 (H): 0.208

# 2
The following is a quantum chemistry calculation of a structure of composition C39H29Cl3FeN7O6S2Se, from the Open Molecules 2025 dataset.

Calculated values
spin multiplicity: 5
<S²>: 6.009
LUMO energy (alpha / beta): 0.0480 / 0.0432 hartree
DFT total energy: -8180.60914 Ha
energy above the lowest of the compared OMol25 structures with the same formula, charge and spin: 0.688 eV
charge: -1
HOMO-LUMO gap (alpha / beta): 0.2483 / 0.2435 Eh

Cartesian coordinates (Å):
Fe 0.3939 0.1961 -0.0656
C 4.7091 3.1030 5.1407
C 4.1671 3.0881 3.7371
C 3.8480 1.8814 3.1186
C 3.3139 1.8574 1.8417
C 3.1028 3.0501 1.1679
C 3.4205 4.2597 1.7620
C 3.9474 4.2760 3.0444
S 2.3610 3.0017 -0.4557
O 3.0620 1.9852 -1.1969
O 2.3926 4.3330 -1.0037
N 0.8609 2.4401 -0.2037
C -0.1743 3.3009 0.0898
C -0.0741 4.6504 0.4093
C -1.2111 5.4511 0.5769
C -2.4741 4.9389 0.4711
C -2.6306 3.5557 0.2608
C -3.8948 2.9302 0.2272
C -3.9738 1.5723 0.1125
C -2.7871 0.8312 0.0154
N -1.5957 1.3864 -0.0313
C -1.4876 2.7321 0.0961
H 5.0541 2.1133 5.4347
H 3.9310 3.4068 5.8444
H 5.5332 3.8106 5.2318
H 4.0214 0.9528 3.6493
H 3.0611 0.9175 1.3675
H 3.2619 5.1733 1.2032
H 4.1952 5.2220 3.5110
H 0.8967 5.1084 0.4878
H -1.0749 6.5042 0.7899
H -3.3479 5.5696 0.5722
H -4.7886 3.5366 0.3124
H -4.9210 1.0515 0.1052
H -2.8179 -0.2522 -0.0089
Cl 5.4223 -5.1152 0.0250
C 3.9528 -4.1892 0.0252
C 3.9516 -2.8972 -0.4696
C 2.7702 -2.1901 -0.4497
Cl 2.7120 -0.5389 -0.9737
C 1.5404 -2.6906 0.0301
O 0.4574 -1.9874 -0.0043
C 1.6228 -4.0101 0.5368
Cl 0.1908 -4.7323 1.1998
C 2.7942 -4.7452 0.5399
H 4.8517 -2.4499 -0.8681
H 2.7979 -5.7432 0.9542
O -1.0622 -3.8281 8.0176
S -1.0570 -2.8334 9.0697
O -0.1439 -3.1030 10.1606
O -2.3688 -2.3378 9.4614
C -0.4023 -1.3005 8.2895
N -0.0584 -0.3386 9.1469
C 0.2843 0.8258 8.6220
C 0.3241 1.0424 7.2515
C -0.0448 -0.0247 6.4407
N -0.4230 -1.1861 6.9721
C -0.0143 0.0416 4.9616
C 0.2403 1.2222 4.2657
C 0.3340 1.1869 2.8909
N 0.2065 0.0620 2.1812
C -0.1031 -1.0627 2.8375
C -0.2286 -1.1150 4.2123
H 0.5403 1.6142 9.3232
H 0.6408 1.9956 6.8526
H 0.3688 2.1688 4.7702
H 0.5282 2.0894 2.3250
H -0.2446 -1.9417 2.2195
H -0.4820 -2.0329 4.7247
C -2.4974 -1.0538 -3.0016
N -1.8196 -2.3064 -2.7920
C -1.8368 -3.0334 -1.6380
Se -2.7804 -2.7252 -0.1337
N -1.0567 -4.1218 -1.8501
C -0.5161 -4.0968 -3.1205
C 0.2973 -4.9757 -3.8134
C 0.6089 -4.6544 -5.1280
C 0.1257 -3.4933 -5.7252
C -0.6925 -2.6102 -5.0330
C -1.0087 -2.9355 -3.7254
H -3.2639 -0.9474 -2.2375
H -2.9762 -1.0545 -3.9810
H -1.8024 -0.2136 -2.9341
H -0.8201 -4.7434 -1.0911
H 0.6689 -5.8786 -3.3477
H 1.2411 -5.3233 -5.6966
H 0.3895 -3.2767 -6.7518
H -1.0654 -1.7084 -5.4993

Cartesian forces (eV/Å) of the 6 atoms listed first:
Fe -0.3554 -0.0771 0.9357
C -0.0724 0.0398 -0.0711
C -0.0281 0.0010 0.0645
C 0.0171 0.0279 -0.0376
C 0.0688 -0.0561 0.0281
C -0.2008 0.0749 -0.2224

From a Löwdin analysis of the wavefunction, the atomic charges in e read: atom 1 (Fe): 0.835, atom 2 (C): -0.047, atom 3 (C): -0.270, atom 4 (C): -0.030, atom 5 (C): -0.075, atom 6 (C): -0.272, atom 7 (C): -0.054, atom 8 (C): -0.035, atom 9 (S): 0.585, atom 10 (O): -0.428, atom 11 (O): -0.303, atom 12 (N): -0.174, atom 13 (C): -0.286, atom 14 (C): -0.021, atom 15 (C): -0.073, atom 16 (C): -0.056, atom 17 (C): -0.157, atom 18 (C): -0.004, atom 19 (C): -0.037, atom 20 (C): -0.146, atom 21 (N): 0.060, atom 22 (C): -0.164, atom 23 (H): 0.077, atom 24 (H): 0.082, atom 25 (H): 0.078, atom 26 (H): 0.120, atom 27 (H): 0.081, atom 28 (H): 0.109, atom 29 (H): 0.114, atom 30 (H): 0.084, atom 31 (H): 0.106, atom 32 (H): 0.107, atom 33 (H): 0.118, atom 34 (H): 0.110, atom 35 (H): -0.025, atom 36 (Cl): 0.646, atom 37 (C): -0.687, atom 38 (C): -0.128, atom 39 (C): -0.527, atom 40 (Cl): 0.862, atom 41 (C): -0.492, atom 42 (O): -0.253, atom 43 (C): -0.567, atom 44 (Cl): 0.725, atom 45 (C): -0.140, atom 46 (H): 0.109, atom 47 (H): 0.104, atom 48 (O): -0.372, atom 49 (S): 0.389, atom 50 (O): -0.367, atom 51 (O): -0.368, atom 52 (C): -0.338, atom 53 (N): 0.120, atom 54 (C): -0.121, atom 55 (C): -0.007, atom 56 (C): -0.224, atom 57 (N): 0.165, atom 58 (C): -0.123, atom 59 (C): 0.006, atom 60 (C): -0.127, atom 61 (N): 0.013, atom 62 (C): -0.088, atom 63 (C): 0.034, atom 64 (H): 0.105, atom 65 (H): 0.091, atom 66 (H): 0.107, atom 67 (H): 0.095, atom 68 (H): 0.080, atom 69 (H): 0.124, atom 70 (C): -0.031, atom 71 (N): -0.069, atom 72 (C): -0.776, atom 73 (Se): 0.692, atom 74 (N): 0.116, atom 75 (C): -0.173, atom 76 (C): -0.007, atom 77 (C): -0.095, atom 78 (C): -0.095, atom 79 (C): -0.011, atom 80 (C): -0.157, atom 81 (H): 0.047, atom 82 (H): 0.095, atom 83 (H): 0.097, atom 84 (H): 0.088, atom 85 (H): 0.114, atom 86 (H): 0.101, atom 87 (H): 0.100, atom 88 (H): 0.108